Entry 1:
Computed, not measured: C26H41BF17NO22S3Zr as an isolated structure at a distorted geometry, with ωB97M-V with the def2-TZVPD basis set.

As for the molecular weight: 1240.80 g mol⁻¹. For the total energy, the calculation gives -5689.39296 Eh. The value obtained for the highest occupied orbital energy is -0.314 eV. The orbital gap comes out at 2.86 eV.

The geometry in ORCA input format:
```
! wB97M-V def2-TZVPD RIJCOSX def2/J DEFGRID3
* xyz -2 1
Zr 1.26201 3.50862 -1.40859
N 0.30587 1.74459 -0.91905
S -1.13190 1.41892 -0.37050
O -1.33005 1.15243 1.03650
O -1.99566 0.77594 -1.31776
F -1.61250 2.93442 -0.42980
S 0.72343 0.00133 -0.71844
O 0.56847 -0.90703 -1.83936
O 0.69909 -0.49697 0.62953
F 2.30320 0.28325 -0.75126
B 3.03603 2.58161 -2.48899
H 3.94877 2.08249 -2.96129
H 2.88733 3.67466 -2.71044
H 2.09124 2.10168 -2.86872
H 3.01505 2.51105 -1.37472
O -1.01316 6.38772 -1.56462
C -1.00397 6.46953 -0.20964
C 0.18074 5.97972 0.60037
O 0.71533 4.69791 0.28088
H -1.90741 5.97220 0.19354
H -1.08219 7.55216 0.02035
H -0.00321 5.98491 1.68315
H 0.99550 6.70263 0.44003
O -0.27058 3.86507 -2.99515
C -0.46834 2.79926 -3.92278
C -0.95820 3.03907 -5.38921
O -1.78292 4.13066 -5.47874
H -1.24340 2.13127 -3.52151
H 0.46972 2.22147 -3.91639
H -1.36698 2.09560 -5.79859
H -0.06450 3.23455 -6.01884
C 1.11211 3.64870 4.96063
C 1.36345 3.58670 3.47060
O 2.64281 2.93749 3.33109
C 2.99948 2.42339 2.17628
O 2.32190 2.41713 1.19640
C 4.28045 1.58956 2.24997
F 4.06789 0.34657 1.80686
F 5.21129 2.08602 1.40744
F 4.84004 1.55240 3.46375
H 1.36089 2.76023 5.54932
H 0.07010 3.78073 5.26668
H 1.61827 4.42628 5.53857
H 1.34237 4.57807 3.01441
H 0.56039 3.11407 2.90139
C -5.11550 0.84211 -3.45195
C -4.37979 2.16891 -3.46420
O -5.04154 3.03268 -2.53503
C -4.40312 4.13673 -2.13465
O -3.39394 4.54298 -2.59586
C -5.13640 4.92340 -1.04186
F -6.27123 4.34969 -0.64020
F -4.33640 5.03171 0.02195
F -5.35015 6.15103 -1.52119
H -6.03552 0.73972 -4.02409
H -5.26907 0.52844 -2.41482
H -4.44883 0.04925 -3.80435
H -4.48675 2.58855 -4.46487
H -3.33342 2.06077 -3.19149
C 3.20873 -2.59137 2.20393
C 3.07696 -4.13282 2.29799
O 2.76961 -4.43291 3.68110
C 3.72168 -4.68900 4.53663
O 4.88348 -4.84424 4.28290
C 3.19920 -4.65054 5.99223
F 4.21515 -4.80463 6.85085
F 2.58805 -3.52013 6.28251
F 2.40540 -5.71502 6.21583
H 3.87718 -2.30852 3.01461
H 2.23406 -2.11560 2.17420
H 3.68927 -2.39257 1.24540
H 4.01735 -4.59647 2.01165
H 2.24352 -4.47759 1.70060
C 1.51044 -3.20438 -5.27360
C 1.30064 -3.05582 -3.77717
O 1.48793 -4.36062 -3.17983
C 1.97478 -4.50232 -1.95075
O 2.40257 -3.67002 -1.21822
C 1.97128 -5.98718 -1.58007
F 3.22934 -6.43536 -1.74022
F 1.64956 -6.14456 -0.28969
F 1.13474 -6.76793 -2.26029
H 0.98930 -4.08416 -5.64792
H 2.56426 -3.21336 -5.55871
H 1.16597 -2.32444 -5.82066
H 0.27782 -2.75711 -3.56344
H 2.02522 -2.37191 -3.34162
C -3.91458 -2.69455 -2.20349
C -2.43479 -2.96890 -2.31077
O -1.93821 -3.72290 -1.18917
C -1.68604 -3.08983 -0.04467
O -1.87361 -1.93681 0.17599
C -1.19002 -4.00198 1.10744
F -1.04107 -5.26669 0.70973
F -0.02819 -3.54501 1.57904
F -2.05533 -3.91123 2.11373
H -4.15719 -1.94234 -1.45278
H -4.48689 -3.60479 -2.02843
H -4.22218 -2.25356 -3.15404
H -1.84952 -2.05963 -2.44813
H -2.30522 -3.68068 -3.12568
C 0.19575 -1.32913 4.10288
C -1.17184 -0.91789 3.50682
O -2.14631 -1.43301 4.42030
S -1.49518 -2.54814 5.41580
O -1.37112 -3.80899 4.72835
O -2.03778 -2.56376 6.73074
O -0.14576 -1.69043 5.42005
H 0.89633 -0.50079 4.11296
H 0.54031 -2.22615 3.58579
H -1.40632 -1.34360 2.53231
H -1.24537 0.16738 3.44625
*
```


Entry 2:
Computed, not measured: C22H32N3O7SSn as an isolated structure at a distorted geometry, with ωB97M-V with the def2-TZVPD basis set.

As for the molecular weight: 601.29 g mol⁻¹. For the total energy, the calculation gives -2160.70618 Eh. The value obtained for the highest occupied orbital energy is -11.889 eV. The orbital gap comes out at 8.99 eV.

The geometry in ORCA input format:
```
! wB97M-V def2-TZVPD RIJCOSX def2/J DEFGRID3
* xyz 1 1
Sn -1.75793 -16.23475 -3.31662
O -0.19144 -16.60551 -1.29895
C 0.01887 -17.77057 -0.48386
C -1.29212 -17.99991 0.29057
N -2.36990 -18.42691 -0.53391
C -2.35170 -19.85780 -0.67476
C -2.95800 -20.13038 -2.03274
O -2.31373 -20.42521 -2.98852
O -4.33305 -19.92793 -2.03159
C -3.61270 -17.76873 -0.16161
C -3.87094 -16.42877 -0.87008
O -4.65816 -15.64897 -0.39807
O -3.35963 -16.19030 -2.07257
H -0.21729 -15.82014 -0.70884
H 0.86875 -17.59561 0.20684
H 0.26856 -18.52641 -1.20257
H -1.45872 -17.00124 0.80407
H -1.08931 -18.75788 1.08581
H -3.02623 -20.32158 0.05302
H -1.35954 -20.27312 -0.61722
H -3.65920 -17.50120 0.92850
H -4.54942 -18.33427 -0.34600
C -6.18026 -19.89818 -7.29044
C -4.80182 -19.90773 -6.60777
N -4.94514 -19.97497 -5.14547
C -5.32531 -21.30318 -4.54388
C -4.21699 -22.34076 -4.68778
C -4.94342 -18.85260 -4.52443
S -5.02106 -18.63476 -2.81740
N -5.20135 -17.67623 -5.07902
C -4.47860 -16.58681 -4.87372
O -3.20273 -16.69787 -4.90353
C -5.11308 -15.26658 -4.65538
C -4.34474 -14.11268 -4.79381
C -4.88610 -12.87864 -4.57042
C -6.21225 -12.75116 -4.13124
C -6.95460 -13.91612 -3.81071
C -6.38720 -15.16392 -4.11530
H -6.04615 -19.98697 -8.34742
H -6.64727 -18.94959 -7.10181
H -6.78571 -20.81360 -6.99469
H -4.23493 -18.99766 -6.79421
H -4.15475 -20.78905 -6.86229
H -6.28275 -21.51868 -5.01799
H -5.55604 -21.09846 -3.43895
H -3.78756 -22.40204 -5.70182
H -4.62091 -23.28842 -4.39944
H -3.38431 -22.14258 -4.02718
H -3.33977 -14.20167 -5.03675
H -4.31401 -11.98885 -4.73227
H -6.62605 -11.75185 -3.92756
H -7.92710 -13.75492 -3.36939
H -6.93108 -16.04734 -3.89038
C 1.02978 -20.17502 -5.02733
C -0.36105 -20.49405 -5.68809
C -1.12738 -19.21641 -5.44466
O -0.55842 -18.69484 -4.19813
C 0.64461 -19.34804 -3.83434
H 1.55582 -19.57451 -5.73700
H 1.65196 -21.05286 -4.84878
H -0.89440 -21.34693 -5.19986
H -0.32057 -20.74388 -6.75399
H -2.20997 -19.50912 -5.25668
H -1.01231 -18.38921 -6.22559
H 0.54774 -19.99584 -2.96799
H 1.43680 -18.57240 -3.60573
*
```


Entry 3:
Computed, not measured: C8H24FNNbOP2 as an isolated structure at a distorted geometry, with ωB97M-V with the def2-TZVPD basis set.

As for the molecular weight: 324.14 g mol⁻¹. For the total energy, the calculation gives -1288.73581 Eh. The value obtained for the highest occupied orbital energy is -3.477 eV. The orbital gap comes out at 6.72 eV.

The geometry in ORCA input format:
```
! wB97M-V def2-TZVPD RIJCOSX def2/J DEFGRID3
* xyz -1 1
C 3.69848 0.05134 0.12047
C 3.08824 1.41348 -0.16676
P 1.55398 1.81680 0.78391
C 0.82380 3.13452 -0.29007
C -0.62376 3.44562 0.01174
Nb 0.26579 -0.23763 1.50130
F 1.67030 -1.27951 2.33391
C 0.19488 -1.44367 -0.44095
C -1.01555 -1.30669 -1.37838
C -0.57892 -1.15730 -2.83445
C -1.98549 -2.48065 -1.25341
P -1.63394 -1.83696 2.22551
N -3.16998 -1.16195 1.87376
O -1.59642 -1.77274 3.86353
H 4.39018 -0.21153 -0.67376
H 4.26736 0.06695 1.04208
H 2.96040 -0.73502 0.18834
H 2.87113 1.52454 -1.22594
H 3.83125 2.17021 0.07222
H 1.40399 4.04572 -0.15919
H 0.94290 2.83349 -1.32754
H -0.96510 4.25356 -0.63071
H -0.74721 3.77546 1.03710
H -1.25511 2.58477 -0.15595
H -0.26879 0.42265 3.14080
H -1.22176 0.66936 1.00173
H 0.36123 -2.49925 -0.24199
H 1.06498 -1.04937 -0.96513
H -1.57774 -0.41377 -1.12263
H -0.37501 -2.13019 -3.27644
H 0.33257 -0.57428 -2.91355
H -1.34705 -0.67129 -3.43018
H -2.79872 -2.26289 -0.57489
H -2.42059 -2.73626 -2.21615
H -1.48337 -3.36485 -0.87544
H -3.77261 -1.76622 1.34101
H -3.11761 -0.24148 1.46587
H -1.76673 -0.87500 4.15020
*
```


Entry 4:
Computed, not measured: an isolated ion of composition C5H13N2 and charge +1 at a distorted geometry, with ωB97M-V with the def2-TZVPD basis set.

As for the molecular weight: 101.17 g mol⁻¹. As for the energy relative to the best compared isomer or geometry (same formula, charge and spin): 353.4 kJ/mol. For the total energy, the calculation gives -307.48701 Eh. The SMILES is C=CC[C@H]([NH3+])CN. The value obtained for the highest occupied orbital energy is -12.984 eV. The orbital gap comes out at 9.92 eV.

The geometry in ORCA input format:
```
! wB97M-V def2-TZVPD RIJCOSX def2/J DEFGRID3
* xyz 1 1
N -0.71738 -0.24569 1.92050
C -0.36234 -0.10984 0.35041
C 0.12781 1.30009 -0.01679
C 0.52605 1.29150 -1.49104
C 0.06664 2.24379 -2.33075
C 0.55067 -1.31741 -0.00926
N 0.04168 -2.54385 0.90408
H -0.41020 -1.36631 2.01219
H -1.58754 0.09979 2.06759
H 0.01074 0.45426 2.31773
H -1.35577 -0.34333 -0.14989
H 0.86785 1.78037 0.56539
H -0.75195 2.04105 0.26168
H 1.10048 0.45006 -1.81727
H -0.24148 3.23170 -2.09755
H -0.03027 1.97668 -3.29408
H 0.42417 -1.53417 -0.99578
H 1.65882 -1.13539 0.27419
H -0.66810 -2.95872 0.40941
H 0.75009 -3.31457 1.11925
*
```